#w
Computed, not measured: one molecule with the formula C8H10N2OS, with ωB97M-V with the def2-TZVPD basis set.

## Properties
spin multiplicity = 1
frontier orbital gap = 9.59 eV
SMILES string = CC(C)=NNC(=O)c1cccs1
charge = 0
LUMO = 0.48 eV

Each atom is followed by the atoms it is bonded to, with distances in Å.
Geometry (Å):
1 C -2.07849 -0.03645 1.33285  C2 1.528, H13 1.095, H14 1.103, H15 1.127
2 C -2.43093 -0.35558 -0.11936  C1 1.528, C3 1.486, N4 1.276
3 C -3.86461 -0.19560 -0.47703  C2 1.486, H16 1.150, H17 1.119, H18 1.124
4 N -1.58799 -0.75125 -0.99152  C2 1.276, N5 1.444
5 N -0.23976 -0.84006 -0.48282  N4 1.444, C6 1.357, H19 1.040
6 C 0.46739 0.30971 -0.34841  N5 1.357, O7 1.225, C8 1.434
7 O -0.06304 1.41357 -0.30443  C6 1.225
8 C 1.88016 0.13571 -0.17554  C6 1.434, C9 1.346, S12 1.701
9 C 2.72513 1.18309 -0.20529  C8 1.346, C10 1.458, H20 1.077
10 C 4.10536 0.71440 -0.17640  C9 1.458, C11 1.366, H21 1.081
11 C 4.16704 -0.63756 0.00859  C10 1.366, S12 1.672, H22 1.055
12 S 2.65987 -1.36194 0.03117  C8 1.701, C11 1.672
13 H -1.88389 1.04088 1.29452  C1 1.095
14 H -1.15800 -0.54883 1.65993  C1 1.103
15 H -2.87240 -0.33350 2.07544  C1 1.127
16 H -3.94205 -0.27178 -1.62207  C3 1.150
17 H -4.26201 0.78411 -0.11054  C3 1.119
18 H -4.38325 -1.02120 0.08149  C3 1.124
19 H 0.29840 -1.54641 -1.02321  N5 1.040
20 H 2.44732 2.20620 -0.39772  C9 1.077
21 H 4.98569 1.34145 -0.19098  C10 1.081
22 H 5.03006 -1.22896 0.14133  C11 1.055

natural (NBO) population analysis, charges in e, atoms 1 to 6:
1. C -0.7102
2. C 0.3313
3. C -0.6637
4. N -0.2903
5. N -0.4876
6. C 0.6217


#x
Computed, not measured: a 2-piece molecular cluster, C8H10N2OS overall, with ωB97M-V with the def2-TZVPD basis set.

## Properties
spin multiplicity = 1
frontier orbital gap = 8.06 eV
charge = 0
LUMO = 0.25 eV

Each atom is followed by the atoms it is bonded to, with distances in Å.
Geometry (Å):
1 C 3.33536 -0.27593 -0.05115  C2 1.428, C3 1.355, H13 1.166
2 C 2.42508 -0.67034 0.97608  C1 1.428, C4 1.411, H14 1.074
3 C 2.92353 0.33412 -1.18842  C1 1.355, C5 1.444, H15 1.024
4 C 1.15217 -0.06269 0.97984  C2 1.411, C6 1.435, H16 1.039
5 C 1.62678 0.96922 -1.17921  C3 1.444, C6 1.395, H17 1.046
6 C 0.75653 0.79057 -0.10339  C4 1.435, C5 1.395, C8 1.421
7 C -3.08381 -0.51951 -1.35600  N9 1.294, H18 1.022, H19 1.100
8 C -0.45091 1.53314 -0.19784  C6 1.421, O11 1.201, S12 1.844
9 N -2.71028 -0.21853 -0.15464  C7 1.294, N10 1.262, H20 0.991
10 N -1.79230 -0.77466 0.50865  N9 1.262, H21 1.144
11 O -1.10053 1.80766 -1.16963  C8 1.201
12 S -1.03524 2.25596 1.39526  C8 1.844, H22 1.301
13 H 4.46811 -0.55317 -0.03651  C1 1.166
14 H 2.72965 -1.27692 1.80863  C2 1.074
15 H 3.71822 0.43246 -1.82706  C3 1.024
16 H 0.49986 -0.26367 1.76286  C4 1.039
17 H 1.30872 1.71480 -1.83973  C5 1.046
18 H -2.67641 -1.21905 -1.98024  C7 1.022
19 H -3.79818 0.07525 -1.94406  C7 1.100
20 H -3.09685 0.59853 0.25136  N9 0.991
21 H -1.50740 -1.68581 -0.12124  N10 1.144
22 H 0.19480 2.56759 1.68427  S12 1.301

natural (NBO) population analysis, charges in e, atoms 1 to 6:
1. C -0.1687
2. C -0.2287
3. C -0.2342
4. C -0.1331
5. C -0.1303
6. C -0.2316


In terms of stability, #w leads; the second structure lies 68.7 kcal/mol higher.


#w
Computed, not measured: a 2-piece molecular cluster, C3H11N2S2 overall, with ωB97M-V with the def2-TZVPD basis set.

## Properties
spin multiplicity = 1
frontier orbital gap = 8.19 eV
charge = +1
LUMO = -3.64 eV

Each atom is followed by the atoms it is bonded to, with distances in Å.
Geometry (Å):
1 C -2.41321 -0.20432 1.54942  S2 1.805, H4 1.088, H5 1.091, H6 1.092
2 S -3.96535 0.50184 0.95907  C1 1.805, S3 2.101
3 S -3.35922 1.20852 -0.92475  S2 2.101, H7 1.338
4 H -1.95518 -0.78785 0.75332  C1 1.088
5 H -2.64623 -0.84275 2.40331  C1 1.091
6 H -1.71333 0.54993 1.91621  C1 1.092
7 H -2.95922 2.41980 -0.52126  S3 1.338
8 C 0.35532 0.59966 -1.01464  N11 1.482, H12 1.088, H13 1.084, H14 1.086
9 N 3.39362 -1.18398 0.01331  C10 1.322, H15 1.006, H16 1.004
10 C 2.50554 -0.46481 -0.65076  N9 1.322, N11 1.296, H17 1.083
11 N 1.26772 -0.32169 -0.29622  C8 1.482, C10 1.296, H18 1.006
12 H -0.41650 -0.01057 -1.47975  C8 1.088
13 H 0.91293 1.15902 -1.75699  C8 1.084
14 H -0.12946 1.26625 -0.30827  C8 1.086
15 H 3.06698 -1.84014 0.70281  N9 1.006
16 H 4.33502 -1.31584 -0.31104  N9 1.004
17 H 2.84651 0.01847 -1.55790  C10 1.083
18 H 0.87403 -0.75154 0.52413  N11 1.006

natural (NBO) population analysis, charges in e, atoms 1 to 6:
1. C -0.7634
2. S 0.1419
3. S -0.1511
4. H 0.2023
5. H 0.2434
6. H 0.2054


#x
Computed, not measured: a 2-piece molecular cluster, C3H11N2S2 overall, with ωB97M-V with the def2-TZVPD basis set.

## Properties
spin multiplicity = 1
frontier orbital gap = 9.07 eV
charge = +1
LUMO = -3.65 eV

Each atom is followed by the atoms it is bonded to, with distances in Å.
Geometry (Å):
1 C -1.77162 -1.30571 0.15333  C2 1.472, H8 1.086, H9 1.095, H10 1.088
2 C -1.33375 -0.25068 -0.77560  C1 1.472, H11 1.077, H12 1.076
3 C 0.74358 0.40877 -0.08918  N4 1.375, N5 1.522, S7 1.832
4 N 1.21197 1.41846 -0.89597  C3 1.375, H13 1.011, H14 1.019
5 N 0.45349 0.96116 1.29889  C3 1.522, H15 1.028, H16 1.032, H17 1.028
6 S 3.60482 -0.59220 0.02265  S7 2.048, H18 1.339
7 S 1.64406 -1.16718 0.15887  C3 1.832, S6 2.048
8 H -1.97760 -0.93634 1.15364  C1 1.086
9 H -2.70662 -1.71976 -0.23734  C1 1.095
10 H -1.05909 -2.12708 0.18866  C1 1.088
11 H -1.80167 0.71796 -0.72089  C2 1.077
12 H -1.03481 -0.56627 -1.75994  C2 1.076
13 H 0.99229 1.31988 -1.87757  N4 1.011
14 H 2.19664 1.64945 -0.77504  N4 1.019
15 H 0.10545 0.19659 1.89216  N5 1.028
16 H 1.31099 1.34408 1.72709  N5 1.032
17 H -0.24127 1.71677 1.23781  N5 1.028
18 H 3.85536 -1.09100 -1.19391  S6 1.339

natural (NBO) population analysis, charges in e, atoms 1 to 6:
1. C -0.6936
2. C -0.1757
3. C 0.0864
4. N -0.8885
5. N -0.7325
6. S -0.1094


In terms of stability, #w leads; the second structure lies 47.0 kcal/mol higher.


#w
Computed, not measured: a 2-piece molecular cluster, C4H4N2O2 overall, with ωB97M-V with the def2-TZVPD basis set.

## Properties
spin multiplicity = 1
frontier orbital gap = 9.44 eV
charge = 0
LUMO = -0.21 eV

Each atom is followed by the atoms it is bonded to, with distances in Å.
Geometry (Å):
1 C 0.88329 -0.91090 -0.18008  H6 1.184, N9 1.292, O12 1.330
2 C -0.83189 0.61809 0.08155  C3 1.247, C4 1.463, N9 1.421
3 C -1.45248 1.68340 -0.10384  C2 1.247, H7 1.189, H8 1.126
4 C -1.56962 -0.64471 0.11333  C2 1.463, N10 1.138
5 H 2.48729 0.92308 0.82497  no bonds
6 H 0.01594 -1.71559 -0.14040  C1 1.184
7 H -0.97312 2.76362 -0.23560  C3 1.189
8 H -2.56495 1.52132 -0.17471  C3 1.126
9 N 0.54359 0.33531 -0.13612  C1 1.292, C2 1.421, O11 1.319
10 N -2.00559 -1.69562 0.09053  C4 1.138
11 O 1.44116 1.26925 0.11367  N9 1.319
12 O 2.19546 -1.07494 -0.04128  C1 1.330

natural (NBO) population analysis, charges in e, atoms 1 to 6:
1. C 0.4187
2. C 0.0047
3. C -0.3312
4. C 0.2498
5. H 0.5188
6. H 0.2203


#x
Computed, not measured: one molecule with the formula C4H4N2O2, with ωB97M-V with the def2-TZVPD basis set.

## Properties
spin multiplicity = 1
frontier orbital gap = 10.86 eV
SMILES string = O=C1NC(=O)N2C[C@@H]12
charge = 0
LUMO = 0.63 eV

Each atom is followed by the atoms it is bonded to, with distances in Å.
Geometry (Å):
1 O 2.21931 -1.20591 0.30129  C2 1.264
2 C 1.13182 -0.67101 -0.05787  O1 1.264, N3 1.344, C8 1.547
3 N 0.08205 -1.47106 -0.31266  C2 1.344, C4 1.428, H9 0.992
4 C -1.16669 -0.83547 -0.03888  N3 1.428, O5 1.205, N6 1.431
5 O -2.19389 -1.42305 0.18943  C4 1.205
6 N -0.82714 0.49910 -0.42768  C4 1.431, C7 1.451, C8 1.546
7 C -0.31875 1.53671 0.45047  N6 1.451, C8 1.522, H10 1.078, H11 1.060
8 C 0.69404 0.77426 -0.39210  C2 1.547, N6 1.546, C7 1.522, H12 1.087
9 H 0.05148 -2.43508 -0.08152  N3 0.992
10 H -0.66440 2.50451 0.12441  C7 1.078
11 H -0.12279 1.41903 1.48572  C7 1.060
12 H 1.11496 1.30797 -1.24061  C8 1.087

natural (NBO) population analysis, charges in e, atoms 1 to 6:
1. O -0.5627
2. C 0.6459
3. N -0.6294
4. C 0.7888
5. O -0.5353
6. N -0.4301


In terms of stability, #x leads; the second structure lies 105.0 kcal/mol higher.


#w
Computed, not measured: one molecule with the formula C4H4N2O2, with ωB97M-V with the def2-TZVPD basis set.

## Properties
spin multiplicity = 1
frontier orbital gap = 8.66 eV
SMILES string = C#CC(=O)/C(N)=N\O
charge = 0
LUMO = -0.71 eV

Each atom is followed by the atoms it is bonded to, with distances in Å.
Geometry (Å):
1 C -2.61474 1.07562 0.89978  C2 1.326, H9 1.255
2 C -1.65467 0.72737 0.05401  C1 1.326, C3 1.522
3 C -0.23306 0.55764 -0.46283  C2 1.522, O4 1.204, C5 1.451
4 O -0.01458 1.46146 -1.22802  C3 1.204
5 C 0.89203 -0.28528 -0.10399  C3 1.451, N6 1.431, N7 1.331
6 N 2.11504 0.45796 -0.11415  C5 1.431, H10 1.200, H11 1.074
7 N 0.94837 -1.55740 0.28462  C5 1.331, O8 1.473
8 O -0.47597 -1.91290 0.40565  N7 1.473, H12 1.191
9 H -3.58159 1.80286 1.23229  C1 1.255
10 H 2.11087 1.01579 -1.17715  N6 1.200
11 H 2.90709 -0.25821 -0.00021  N6 1.074
12 H -0.39880 -3.08492 0.21000  O8 1.191

natural (NBO) population analysis, charges in e, atoms 1 to 6:
1. C -0.1978
2. C -0.0942
3. C 0.4541
4. O -0.4750
5. C 0.2501
6. N -0.8024


#x
Computed, not measured: one molecule with the formula C4H4N2O2, with ωB97M-V with the def2-TZVPD basis set.

## Properties
spin multiplicity = 1
frontier orbital gap = 10.01 eV
SMILES string = O/N=C\c1ncco1
charge = 0
LUMO = 0.58 eV

Each atom is followed by the atoms it is bonded to, with distances in Å.
Geometry (Å):
1 O 0.24427 1.78188 1.94532  N2 1.364, H9 1.006
2 N -0.17504 2.14839 0.69987  O1 1.364, C3 1.252
3 C -0.26274 1.49517 -0.36445  N2 1.252, C4 1.529, H10 1.104
4 C 0.02059 -0.00719 -0.37799  C3 1.529, N5 1.312, O8 1.303
5 N 0.26535 -0.85320 0.59484  C4 1.312, C6 1.340
6 C 0.19576 -2.08144 0.06398  N5 1.340, C7 1.372, H11 1.094
7 C -0.08508 -1.99119 -1.27542  C6 1.372, O8 1.378, H12 1.059
8 O -0.19135 -0.63531 -1.49974  C4 1.303, C7 1.378
9 H 0.45795 0.79882 1.93617  O1 1.006
10 H -0.79278 1.96411 -1.21226  C3 1.104
11 H 0.22062 -3.03727 0.59622  C6 1.094
12 H -0.15252 -2.45666 -2.22445  C7 1.059

natural (NBO) population analysis, charges in e, atoms 1 to 6:
1. O -0.5062
2. N -0.0607
3. C -0.0673
4. C 0.4383
5. N -0.5124
6. C -0.0832


In terms of stability, #x leads; the second structure lies 103.4 kcal/mol higher.